Record 1
This record from the OMol25 dataset describes C44H48MoN9OS3 as an isolated structure. The level of theory is ωB97M-V/def2-TZVPD.

Summary:
Energy above the lowest of the compared OMol25 structures with the same formula, charge and spin (eV): 0.3179
LUMO (alpha / beta) (eV): -8.37 / -8.91
HOMO-LUMO gap (alpha / beta) (eV): 6.90 / 6.37

Structure (ORCA input):
```
! RIJCOSX wB97M-V def2-TZVPD def2/J DEFGRID3
* xyz 3 3
Mo -0.551 -1.607 -0.019
S 1.242 -0.498 1.385
S -0.462 0.639 -1.155
S -2.971 -2.514 -0.510
O -1.692 -0.457 1.186
N 1.191 -1.791 -1.277
N 1.318 2.008 2.131
N -0.237 -3.722 -0.399
N -0.458 2.892 0.194
N -4.123 -2.536 -2.893
N -0.861 -2.658 1.785
N -1.404 -1.986 2.848
N -1.990 -1.607 -2.814
N 3.545 -2.140 -1.860
C 4.181 -3.238 -3.968
C -0.213 4.492 -1.653
C 2.201 3.319 5.252
C -2.102 -1.326 -4.118
C -0.043 1.662 0.140
C -4.269 -2.301 -4.220
C 2.000 1.633 3.400
C 0.152 -5.595 -1.821
C -3.234 -1.675 -4.858
C 5.297 -1.083 -3.237
C -0.148 -4.533 0.678
C -0.495 -3.886 1.946
C 0.374 6.703 -2.409
C 1.766 4.829 -2.983
C -0.105 -4.255 -1.623
C -3.884 1.781 5.069
C -3.007 -2.200 -2.185
C 0.079 2.238 4.896
C 2.307 -1.962 -1.550
C -2.552 0.065 3.353
C 0.829 1.143 1.284
C -0.467 2.969 5.940
C 0.321 3.874 6.644
C -3.239 0.658 5.575
C 0.138 -5.879 0.549
C -1.849 -0.830 2.435
C 4.518 -1.015 -1.914
C 1.493 6.191 -3.046
C 4.467 -1.767 -4.324
C -3.868 2.048 3.705
C -0.475 5.854 -1.707
C -1.164 3.586 -0.906
C 0.917 3.981 -2.289
C -2.576 -0.205 4.721
C 0.294 -6.420 -0.715
C -0.957 -0.603 -4.744
C -3.200 1.192 2.845
C -0.163 3.738 1.370
C 1.654 4.046 6.303
C 1.418 2.410 4.551
C 1.227 3.453 1.833
C -0.539 -4.567 3.265
C 4.029 -3.412 -2.452
C -5.529 -2.756 -4.869
H 4.998 -3.877 -4.305
H 5.182 -1.106 -1.056
H -0.538 1.520 4.361
H 3.246 3.453 4.990
H 5.563 -0.071 -3.535
H 0.155 7.762 -2.459
H -5.540 -3.848 -4.929
H 6.232 -1.627 -3.091
H 2.637 4.429 -3.486
H -6.402 -2.449 -4.289
H 2.153 6.852 -3.594
H 0.357 -4.313 3.839
H 2.271 4.745 6.853
H -0.886 3.507 2.156
H 4.987 -3.616 -1.978
H 3.277 -3.575 -4.480
H 3.066 1.840 3.292
H -0.272 4.780 1.080
H -1.624 2.844 -1.550
H 0.509 -7.475 -0.837
H -3.191 1.374 1.777
H 1.957 3.699 1.059
H 0.220 -6.500 1.430
H -1.951 4.184 -0.448
H -1.351 6.261 -1.213
H -2.073 -1.084 5.101
H -1.505 2.824 6.212
H -1.396 -4.211 3.831
H -4.411 2.447 5.741
H -0.849 0.372 -4.261
H -5.614 -2.357 -5.876
H -3.261 0.454 6.638
H -0.105 4.441 7.461
H 1.128 2.915 -2.257
H -0.589 -5.648 3.166
H -0.209 -3.571 -2.451
H -0.027 -1.148 -4.571
H -4.391 2.912 3.316
H 3.348 -4.216 -2.183
H 3.960 -0.084 -1.818
H -1.100 -0.455 -5.811
H 3.526 -1.224 -4.452
H -3.302 -1.452 -5.913
H -4.884 -2.969 -2.382
H 0.247 -5.980 -2.827
H 1.873 0.564 3.535
H 4.989 -1.717 -5.278
H 1.458 4.010 2.735
*
```


Record 2
This record from the OMol25 dataset describes a 2-piece molecular cluster, C7H14 overall. The level of theory is ωB97M-V/def2-TZVPD.

Summary:
Energy above the lowest of the compared OMol25 structures with the same formula, charge and spin (eV): 2.3097
SMILES: C1=CCCCCC1.[H][H]
LUMO (eV): 1.12
HOMO-LUMO gap (eV): 9.85

Structure (ORCA input):
```
! RIJCOSX wB97M-V def2-TZVPD def2/J DEFGRID3
* xyz 0 1
C -1.069 1.509 -0.379
C 0.410 1.684 -0.005
C -1.784 0.282 0.191
C -1.132 -1.021 -0.237
C 0.231 -1.247 0.346
C 1.344 -0.658 -0.109
C 1.381 0.721 -0.707
H 2.298 -2.193 1.375
H -1.621 2.399 -0.060
H -1.757 -1.882 0.034
H 2.319 -1.122 -0.006
H 0.534 1.585 1.085
H -2.827 0.284 -0.146
H 2.401 1.097 -0.547
H 1.786 -2.714 1.251
H 0.705 2.710 -0.256
H -1.136 1.474 -1.477
H 0.243 -1.930 1.188
H -1.794 0.319 1.290
H -1.033 -1.053 -1.332
H 1.223 0.724 -1.794
*
```


Record 3
This record from the OMol25 dataset describes C4H7Br in the gas phase. The level of theory is ωB97M-V/def2-TZVPD.

Summary:
Energy above the lowest of the compared OMol25 structures with the same formula, charge and spin (eV): 0.0800
LUMO (alpha / beta) (eV): 1.03 / -0.79
HOMO-LUMO gap (alpha / beta) (eV): 8.17 / 9.02

Structure (ORCA input):
```
! RIJCOSX wB97M-V def2-TZVPD def2/J DEFGRID3
* xyz 0 3
Br -3.037 -0.035 0.138
C 0.108 -0.044 0.173
C 1.274 -0.878 -0.023
C -1.486 -0.754 -0.518
C 0.043 1.446 0.218
H -0.415 1.814 1.229
H -1.673 -1.797 -0.480
H -0.622 1.813 -0.496
H 1.092 -1.968 -0.347
H 1.897 -1.141 0.852
H 1.791 -0.445 -0.809
H 1.028 1.988 0.063
*
```


Record 4
This record from the OMol25 dataset describes C37H31F4IrN11O4S as an isolated structure. The level of theory is ωB97M-V/def2-TZVPD.

Summary:
LUMO (alpha / beta) (eV): -7.57 / -8.02
HOMO-LUMO gap (alpha / beta) (eV): 5.14 / 4.68

Structure (ORCA input):
```
! RIJCOSX wB97M-V def2-TZVPD def2/J DEFGRID3
* xyz 2 2
Ir -1.062 1.100 0.720
S 2.414 -0.111 1.709
F -2.696 7.071 3.006
F -1.962 5.838 -1.454
F -2.235 3.291 -0.813
F -2.985 4.557 3.710
O 0.149 2.750 1.924
O 1.347 -3.698 -3.030
O 2.228 -1.433 2.219
O 3.005 0.028 0.408
N -2.316 -0.144 -0.648
N -3.136 -1.369 -2.232
N 0.943 0.699 1.678
N 1.840 2.617 -2.078
N 2.101 1.310 -2.255
N 0.360 1.392 -0.977
N -2.505 2.449 1.812
N 2.868 -5.241 -2.803
N -2.001 -0.250 2.386
N 1.660 -5.846 -2.848
N -3.977 -0.329 -2.101
C 3.121 1.020 2.896
C 1.216 0.577 -1.588
C 3.041 -1.565 -3.085
C 2.543 3.149 3.863
C -2.769 -5.999 -2.382
C 5.613 -1.807 -2.106
C -2.915 1.931 3.093
C -3.436 -4.801 -2.603
C -0.686 -4.958 -2.946
C -2.736 4.823 2.437
C -2.320 6.522 0.767
C -3.411 -2.361 -3.280
C 4.230 0.887 3.696
C -3.467 0.392 -1.146
C 0.762 -4.916 -2.971
C 0.797 2.643 -1.301
C 3.197 0.932 -3.149
C 4.484 1.911 4.607
C 3.565 -2.828 -2.803
C 5.073 -0.551 -2.345
C -1.051 -1.328 2.688
C -1.398 -6.090 -2.554
C -3.316 -0.819 2.067
C 3.663 3.030 4.677
C -2.210 5.523 -0.192
C -2.733 -3.678 -3.026
C -2.335 4.205 0.154
C 3.780 -0.421 -2.843
C -2.552 3.754 1.505
C 4.870 -2.952 -2.333
C -2.139 -1.257 -1.357
C 1.068 1.923 2.153
C -1.364 -3.769 -3.212
C -2.593 6.145 2.070
C 2.669 -3.960 -2.901
C -2.095 0.716 3.485
C 2.274 2.121 2.975
H -2.545 0.262 4.375
H -3.765 -1.257 2.963
H -0.941 -1.972 1.816
H 5.279 -3.935 -2.146
H -3.972 1.655 2.998
H -1.082 1.025 3.745
H -3.078 -1.933 -4.228
H -2.184 7.563 0.504
H -3.327 -6.867 -2.059
H -4.493 -2.467 -3.327
H -1.405 -1.936 3.526
H 2.047 -1.488 -3.507
H 5.328 1.824 5.278
H -3.921 1.299 -0.789
H -4.508 -4.746 -2.460
H 1.207 -0.496 -1.525
H 0.322 3.553 -0.980
H 4.865 0.013 3.641
H -3.990 -0.062 1.671
H 2.814 0.953 -4.172
H 1.885 4.005 3.924
H 3.950 1.711 -3.058
H -0.866 -7.015 -2.379
H 5.672 0.334 -2.174
H -0.812 -2.908 -3.570
H 6.623 -1.890 -1.731
H -3.205 -1.603 1.324
H -1.343 -1.970 -1.224
H -2.850 2.656 3.900
H 3.882 3.807 5.397
H -0.068 -0.938 2.927
*
```


no.,calculated total energy (hartree),molar mass (Da)
1,-3535.56676,911.07
2,-275.03137,98.19
3,-2730.42143,135.00
4,-3233.19269,994.00